Density functional theory data (the ωB97M-V functional and the def2-TZVPD basis) for a cluster of 2 separate species, C13H28FNO7P in total.

Positions of all 51 atoms, in Å:
1 C -1.911 5.248 3.443
2 C -1.073 4.432 2.430
3 C -1.051 4.992 1.020
4 F 0.229 4.897 0.520
5 N -1.889 4.236 0.030
6 C -3.348 4.424 0.377
7 C -4.101 3.116 0.526
8 O -3.855 2.376 -0.656
9 C -2.569 1.799 -0.529
10 C -2.264 1.052 -1.821
11 C -1.228 -0.063 -1.655
12 O -1.863 -1.289 -2.049
13 C -1.248 -2.404 -1.596
14 O -1.502 -3.441 -2.110
15 C -1.441 2.815 -0.176
16 H -1.295 5.679 4.223
17 H -2.597 4.564 3.943
18 H -2.545 5.999 2.976
19 H -1.371 3.386 2.472
20 H -0.040 4.452 2.768
21 H -1.296 6.053 1.011
22 H -1.749 4.713 -0.859
23 H -3.515 5.057 1.245
24 H -3.810 4.934 -0.465
25 H -3.819 2.542 1.411
26 H -5.153 3.390 0.527
27 H -2.592 1.045 0.267
28 H -2.001 1.747 -2.619
29 H -3.202 0.591 -2.127
30 H -0.839 -0.140 -0.638
31 H -0.412 0.108 -2.357
32 H -0.548 -2.337 -0.753
33 H -0.870 2.430 0.662
34 H -0.745 2.836 -1.011
35 C 3.979 -6.139 1.686
36 O 3.925 -6.043 0.255
37 P 4.274 -4.643 -0.446
38 O 4.312 -3.610 0.606
39 O 2.957 -4.588 -1.371
40 C 1.713 -5.162 -0.994
41 O 5.200 -4.065 -1.646
42 C 6.093 -4.967 -2.336
43 H 3.780 -7.179 1.932
44 H 4.962 -5.869 2.062
45 H 3.218 -5.501 2.128
46 H 1.391 -4.817 -0.008
47 H 1.766 -6.248 -1.013
48 H 0.968 -4.847 -1.723
49 H 5.537 -5.776 -2.813
50 H 6.829 -5.384 -1.647
51 H 6.611 -4.397 -3.100

Output
E_LUMO, eV: -3.022
Charge: +1
Gap between HOMO and LUMO, eV: 8.6061
Strongest force on any atom, eV Å⁻¹: 4.956
M, g mol⁻¹: 360.34
Energy, eV: -41757.1903